Entry 1:
Formula: C4H12N3O
Source: the Open Molecules 2025 dataset
Level of theory: the ωB97M-V functional and the def2-TZVPD basis

```
20
C4H12N3O (the ωB97M-V functional and the def2-TZVPD basis)
H -0.2111 2.2768 0.3628
H 1.5127 1.9899 0.6411
H 0.3899 1.7466 1.9610
C 0.3731 0.1391 0.4630
H 0.2145 0.9240 -1.3615
N -1.7102 0.3866 -0.7171
H -1.3003 -0.7404 1.5004
H -0.1150 -2.0227 -0.8711
C -0.1714 -0.8256 1.5601
C -0.3645 0.0811 -0.7888
H 0.0787 -1.9155 1.3572
N 2.0907 -0.1008 0.1724
H -2.2472 1.0581 -1.3543
C 0.5343 1.6137 0.8716
H -2.1105 0.1621 0.1129
H 1.0415 -1.1073 -1.7891
H -0.7049 -1.3957 -2.1940
N -0.0414 -1.2322 -1.5113
O 2.3476 -0.2882 -0.9416
H 0.3936 -0.7496 2.5262
```

Output
E_HOMO (eV): -13.26
SMILES: CC(C)(N=O)[C@H](N)[NH3+]
E_tot (a.u.): -398.73820
LUMO energy (eV): -4.3
Total charge: +1

Here are the Löwdin charges for atoms 1 to 5, given in e: H 0.106; H 0.076; H 0.104; C -0.444; H 0.192



Entry 2:
Formula: C2H10O2
Source: the Open Molecules 2025 dataset
Level of theory: the ωB97M-V functional and the def2-TZVPD basis

```
14
C2H10O2 (the ωB97M-V functional and the def2-TZVPD basis)
H 1.6450 1.4295 -1.2259
H -1.1776 -2.7408 0.4714
H -1.1868 0.5727 -0.6634
O 1.0467 -0.3750 2.4599
C 0.8111 0.6415 -1.2968
H 0.8279 0.3469 -2.3448
C -0.5450 1.3797 -1.0007
H 1.2103 -1.2176 2.5795
H 0.9453 -0.0492 -0.5737
H 0.4256 -0.2622 1.6637
O -1.7040 -2.2695 1.0442
H -0.2843 2.1250 -0.2562
H -0.7561 1.8065 -1.9761
H -1.2581 -1.3876 1.1190
```

Output
E_HOMO (eV): -11.91
SMILES: CC.O.O
E_tot (a.u.): -232.61838
LUMO energy (eV): 0.4

Here are the Löwdin charges for atoms 1 to 5, given in e: H 0.094; H -0.015; H 0.048; O -0.003; C -0.158



Entry 3:
Formula: C6H12O
Source: the Open Molecules 2025 dataset
Level of theory: the ωB97M-V functional and the def2-TZVPD basis

```
19
C6H12O (the ωB97M-V functional and the def2-TZVPD basis)
H -0.6250 -1.9506 -0.2384
H -1.9276 -0.8360 -0.6775
C 0.3286 0.5643 -1.1938
H 1.6324 -1.2934 0.1247
C -0.0853 0.0744 0.2142
H 1.3844 0.7916 -1.1186
C -1.1407 -1.0353 0.0568
H 0.7341 0.2610 2.8298
C 0.6780 -0.7527 2.3658
H -1.6863 -1.3699 0.9375
H -1.1083 2.2646 -1.0560
H 1.8485 -0.4922 1.6769
H 0.1876 -0.2828 -1.8811
H -0.6284 0.8980 0.6861
C 1.1212 -0.6521 0.8272
H -1.0765 1.4287 -2.6619
C -0.5194 1.7008 -1.7730
H 0.2056 2.4659 -2.1096
O 0.6773 -1.7844 2.9909
```

Output
E_HOMO (eV): -8.88
E_tot (a.u.): -310.90943
LUMO energy (eV): 1.0

Here are the Löwdin charges for atoms 1 to 5, given in e: H 0.084; H 0.084; C -0.241; H 0.121; C -0.383



Entry 4:
Formula: C8H15NO3
Source: the Open Molecules 2025 dataset
Level of theory: the ωB97M-V functional and the def2-TZVPD basis

```
27
C8H15NO3 (the ωB97M-V functional and the def2-TZVPD basis)
C 2.5681 0.5848 -0.4619
H -1.8911 -2.6053 -0.4132
H -1.4344 -0.3815 2.0320
C -1.8802 -0.6852 1.0650
H -0.7984 2.1276 -0.5659
O 2.2040 -1.7279 0.5014
H -0.2502 -2.3718 0.7622
H 1.8863 -1.2200 -1.5892
H -0.7758 2.4433 1.2582
H 3.1338 0.6790 0.5228
H 3.3732 0.8434 -1.1351
C 1.9522 -0.8363 -0.5311
H 0.9707 1.9016 -1.2517
O -2.6014 0.5324 -1.1012
H -2.7146 -1.1284 1.2572
C -0.7196 -1.5411 0.2733
C -0.6711 1.5623 0.4478
O -1.4666 -1.7642 -0.8288
H -2.6389 -0.6675 -1.1405
H 1.7067 2.5321 0.4601
H 3.3310 -1.6392 0.6828
C 1.4408 1.6558 -0.2368
C -2.0908 0.7131 0.2549
C 0.3190 -0.5584 -0.3021
H -0.3161 -0.3339 -1.1615
H -3.1065 1.1028 0.7451
N 0.4700 0.7825 0.4562
```

Output
E_HOMO (eV): -8.53
SMILES: O[C@H]1C[C@@H](O)[C@@H]2[C@H](O)CCN2C1
E_tot (a.u.): -594.06120
LUMO energy (eV): 0.6

Here are the Löwdin charges for atoms 1 to 5, given in e: C -0.124; H 0.183; H 0.120; C -0.044; H 0.117



Entry 5:
Formula: CH2N2O3
Source: the Open Molecules 2025 dataset
Level of theory: the ωB97M-V functional and the def2-TZVPD basis

```
8
CH2N2O3 (the ωB97M-V functional and the def2-TZVPD basis)
H 0.0534 1.3262 0.0173
N -0.1027 -0.6956 0.5011
O 0.7102 0.9048 1.9511
H -0.5701 -0.9715 -0.4389
O -0.1022 -1.9561 2.3758
C 0.3274 0.5511 0.8777
O -0.5625 -2.8368 0.5151
N -0.1866 -1.8973 1.2007
```

Output
E_HOMO (eV): -11.14
SMILES: O=CN[N+](=O)[O-]
E_tot (a.u.): -374.40038
LUMO energy (eV): -0.3

Here are the Löwdin charges for atoms 1 to 5, given in e: H 0.167; N 0.112; O 0.082; H 0.204; O 0.144



Entry 6:
Formula: C15H22N3O5PRuS4
Source: the Open Molecules 2025 dataset
Level of theory: the ωB97M-V functional and the def2-TZVPD basis

```
51
C15H22N3O5PRuS4 (the ωB97M-V functional and the def2-TZVPD basis)
H 0.6567 1.7960 -0.2816
O 3.0066 -2.0631 2.4796
N -2.2184 2.8627 0.5682
S 1.6780 -2.2477 -0.1816
H -3.0086 4.7632 0.3239
H -2.9501 3.7913 -1.1470
S -1.1035 0.7155 1.5886
C 2.8878 -0.2350 4.0600
H 2.3323 -0.1533 1.9728
P 1.8127 -2.8070 1.7762
N -0.1471 2.4012 -0.2947
H -1.1507 5.4680 -1.2832
H -0.5805 5.0588 0.3325
C 3.4475 -4.9182 1.8934
H 4.2761 -6.5942 0.8771
C -0.7087 -0.4160 -2.4544
C -1.2275 1.3177 -4.0626
H 4.1257 -4.1928 1.4456
C 3.0855 -0.6175 2.6155
C -2.6259 -0.9572 -0.7798
H 0.8827 3.9249 -1.2557
O -5.4394 0.1172 -2.3492
H -3.0079 2.5070 1.0875
O -4.5009 1.7575 -0.7480
C -0.3358 0.3987 -3.5248
N -3.8416 -0.6515 -0.5164
H -0.9293 1.9120 -4.9162
H 3.7843 -5.1358 2.9038
C 3.2931 -6.1567 1.0525
H 0.6424 0.2790 -3.9717
C -2.8528 0.6704 -2.4667
O -1.9259 -1.8140 -0.0680
H 3.5924 -0.7685 4.6962
H 3.0597 0.8350 4.1795
H 2.8468 -5.9169 0.0879
C -2.3997 4.0642 -0.2452
O 2.1201 -4.2983 2.0536
Ru -0.2134 -1.0723 0.4452
H 4.0689 -0.3413 2.2410
C -0.1455 3.5783 -1.1698
C -2.5150 1.4622 -3.5404
H 2.6706 -6.8943 1.5555
S -4.3646 0.5588 -1.5290
H -0.0508 -1.2129 -2.1202
C -1.0381 4.6525 -0.5710
S -0.0143 -2.2521 2.4102
H 1.8731 -0.4621 4.3859
C -1.9764 -0.2508 -1.9241
H -0.4937 3.2902 -2.1630
H -3.2230 2.1538 -3.9783
C -1.1540 2.0932 0.5107
```

Output
E_HOMO (alpha / beta) (eV): -11.78 / -11.99
Multiplicity: 2
E_tot (a.u.): -3154.13884
Expectation value of S²: 0.7568
LUMO energy (alpha / beta) (eV): -4.4 / -4.3
Total charge: +1

Here are the Löwdin charges for atoms 1 to 5, given in e: H 0.121; O -0.305; N 0.044; S 0.350; H 0.137



Entry 7:
Formula: C3H7N4
Source: the Open Molecules 2025 dataset
Level of theory: the ωB97M-V functional and the def2-TZVPD basis

```
14
C3H7N4 (the ωB97M-V functional and the def2-TZVPD basis)
H -1.7047 -2.3034 0.1005
H 1.4448 -0.1760 -1.2993
N -2.3517 -0.3580 -0.1075
N -0.7049 1.0901 0.0441
C 0.3981 0.3255 0.3840
N -1.9297 0.8351 -0.2007
C -1.4390 -1.3138 0.0864
H 0.6664 0.5033 1.4444
H -0.4578 2.0713 -0.0356
H 0.3908 -2.0011 0.4528
H 2.6099 0.3405 0.0961
C 1.6770 0.5545 -0.3989
N -0.1541 -1.1213 0.2497
H 1.5548 1.5533 -0.8160
```

Output
E_HOMO (eV): -15.08
SMILES: C[C@H]1NN=NC=[NH+]1
E_tot (a.u.): -337.17907
LUMO energy (eV): -5.8
Total charge: +1

Here are the Löwdin charges for atoms 1 to 5, given in e: H 0.125; H 0.139; N 0.068; N 0.058; C -0.313



Entry 8:
Formula: C32H52BClHfN7O5S
Source: the Open Molecules 2025 dataset
Level of theory: the ωB97M-V functional and the def2-TZVPD basis

```
100
C32H52BClHfN7O5S (the ωB97M-V functional and the def2-TZVPD basis)
N 0.4563 -0.6330 -1.4446
H 0.4118 1.7564 -2.4264
H 2.8279 -2.4543 -2.7402
C -0.2689 3.0608 0.3341
H 2.3137 1.0696 3.0877
C 2.8551 -3.7055 0.5775
C 2.7408 3.1385 3.3971
C -4.7112 -0.3748 1.9152
C -0.4510 1.7895 -3.0818
C -1.5238 -1.9743 3.3048
H -0.4917 -3.0848 -3.8756
C -2.7429 1.3185 -3.3114
H 3.3949 -1.6714 1.0351
H -2.6295 3.4082 -1.5287
H -0.3021 -1.6303 5.6985
H 3.5614 -4.1339 1.2865
H 1.8670 -3.6963 1.0372
C 0.5113 -1.1442 -3.9263
C 3.3043 -2.3057 0.1525
H -1.8788 -2.5213 4.1569
C 1.0167 -1.2219 -2.5146
N -1.5166 -0.7255 1.4669
H -3.5888 1.7890 -5.2210
C -1.0402 4.2199 -0.2678
H -5.7091 -0.4771 2.3404
C 4.6691 -2.3580 -0.5343
O -3.2312 -3.5490 -1.7571
H 3.5431 2.9237 4.0999
Cl -2.5456 -2.3847 -1.4152
C -2.6780 1.7981 -4.6418
H -3.6559 0.9904 0.7419
H 4.6616 -3.0499 -1.3747
C 2.1570 -1.9013 -2.1135
H 2.9523 -2.4802 4.3432
H 3.6596 0.8343 0.9679
N -0.2097 -0.9633 1.8672
C -2.4909 4.0807 -0.6914
N -0.3110 1.7149 0.1434
N -1.5977 1.2573 -2.5773
C 3.7901 1.6730 1.6479
B 0.9753 -0.3297 1.0724
S -4.2436 0.8748 -2.6256
C 2.2638 -1.7154 -0.7479
H -3.7195 -3.6450 2.5249
H 0.8222 5.0354 -1.0648
H 1.8593 0.5183 -4.3829
H 1.1542 -3.1311 -4.5039
H 3.0295 4.0264 2.8366
H 2.6128 -2.5157 2.6236
H 1.0271 4.3410 1.5592
H -0.2024 4.2681 -2.2770
C -4.3267 -2.8603 2.0762
C -1.5154 2.3047 -5.1431
C -3.8219 -1.4719 2.4788
H 0.5627 2.7517 -4.6764
H -1.0423 4.9362 0.5640
C 2.3681 -2.0104 3.5524
C 0.7591 3.3602 1.2177
H 2.8074 -4.3602 -0.2912
H 1.4304 -1.7311 5.9884
H 2.6938 -0.9738 3.4881
H -1.4840 2.6960 -6.1487
N 1.2331 -0.9461 -0.3448
O -3.1046 1.2764 -0.0066
H 0.7076 -3.2062 4.0868
H -4.3685 0.6198 2.2104
C 0.2365 -2.5447 -4.4740
H -0.4171 -0.5735 -3.9487
O -3.3536 -1.4276 -0.6099
C 0.9015 -2.1377 3.9313
H 1.9538 -0.4814 1.6985
C 1.5519 -0.4374 -4.8012
C -2.3148 -1.3635 2.3497
H -3.9492 -1.4119 3.5690
H -0.6419 5.8365 -1.6333
H 2.4416 -1.0549 -4.9087
H -4.3265 -2.9995 0.9988
H 0.7564 -0.3414 5.1417
C 1.3516 2.1691 1.5688
H -3.7113 1.2635 -0.8628
Hf -1.5071 0.0115 -0.7052
H -3.1270 3.7511 0.1220
H -2.8378 5.0630 -1.0098
O -2.1106 -1.5664 -2.5511
H 4.9739 -1.3794 -0.9026
H 4.6282 1.4521 2.3053
O -1.3486 -2.5715 -0.6099
C -0.3696 2.3345 -4.3304
H -5.3499 -2.9880 2.4259
C -0.2080 4.8727 -1.3762
N 0.7023 1.1858 0.9221
H -0.1435 -2.4744 -5.4910
H -4.8435 -0.4474 0.8357
C 0.6737 -1.4203 5.2719
C -0.2055 -1.7113 2.9869
H 4.0509 2.5478 1.0538
H 1.1481 -0.2610 -5.7954
H 5.4249 -2.7077 0.1667
C 2.5290 1.9467 2.4703
H 1.8441 3.3726 3.9669
```

Output
E_HOMO (eV): -10.45
E_tot (a.u.): -2941.10911
LUMO energy (eV): -3.0
Total charge: +1

Here are the Löwdin charges for atoms 1 to 5, given in e: N -0.044; H 0.111; H 0.127; C -0.193; H 0.113



Entry 9:
Formula: C2H4NO3
Source: the Open Molecules 2025 dataset
Level of theory: the ωB97M-V functional and the def2-TZVPD basis

```
10
C2H4NO3 (the ωB97M-V functional and the def2-TZVPD basis)
H 2.7393 0.8146 0.8113
O -2.2811 0.2570 -2.3742
H -0.0568 -0.1521 1.0178
N 1.7587 0.8942 0.5544
C -2.1251 -0.4938 -1.4029
O 1.4050 -0.4174 2.3358
O -2.5646 -0.4992 -0.2328
C 0.9741 0.0765 1.3101
H 1.5821 0.9008 -0.4243
H -1.4317 -1.3804 -1.5951
```

Output
E_HOMO (eV): -3.90
E_tot (a.u.): -359.15208
LUMO energy (eV): 3.7
Total charge: -1

Here are the Löwdin charges for atoms 1 to 5, given in e: H 0.097; O -0.143; H 0.121; N 0.103; C -0.749



Entry 10:
Formula: C13H28NO3P2Ru
Source: the Open Molecules 2025 dataset
Level of theory: the ωB97M-V functional and the def2-TZVPD basis

```
48
C13H28NO3P2Ru (the ωB97M-V functional and the def2-TZVPD basis)
Ru -0.1218 0.2652 0.9288
C 0.8897 1.9734 -1.4943
H 3.6865 -0.3566 1.3347
P -2.1373 -0.4849 0.1621
C 0.0261 -0.9737 2.4867
H -1.3807 0.4929 -4.2220
C 3.4851 0.3947 0.5520
H -4.4738 0.1184 -0.0006
H 3.1550 2.7897 2.4232
H -3.3963 1.5071 0.3208
O 0.4014 -2.1386 2.5375
H -1.7228 -2.8434 0.3032
C 2.2336 2.1920 2.5066
H 1.0419 -0.7715 0.2797
H -2.6340 -0.6639 -2.3585
H 0.3219 -3.5726 -3.6045
O -0.5618 -4.1148 -3.6408
C -1.9529 -0.1934 -1.6188
C -3.6115 0.4661 0.5717
C 0.1490 1.9813 -3.7850
H -2.9216 -2.3098 1.4949
H -3.8305 0.4018 1.6405
C 1.7703 2.5029 -0.3910
H 1.2695 3.3762 0.0378
H 2.7480 2.7861 -0.7744
H 1.5591 3.3923 -2.8959
C -0.8795 0.5652 -2.1109
H 0.2046 2.3973 -4.7915
H -0.5382 -0.7642 4.5136
H -3.4358 -2.6003 -0.1713
H 0.8334 -4.6216 -0.3889
P 1.9663 1.3543 0.9727
C 0.9029 2.5460 -2.7633
H 1.3540 2.8329 2.6762
C -0.7158 0.9446 -3.4833
O 1.1347 -4.7144 0.5253
H -1.2445 -3.4720 -3.5436
H -1.2543 1.4255 1.4030
C -2.6117 -2.2190 0.4480
H 2.3151 1.4388 3.3068
H 1.4281 -0.0942 -0.0201
H 0.1863 0.7005 3.8006
H 0.6402 -3.9988 0.9596
H 3.3695 -0.1361 -0.4092
N 0.0063 1.0436 -1.1591
H -1.4928 0.2031 3.3626
C -0.4811 -0.1514 3.6090
H 4.3205 1.1036 0.4696
```

Output
E_HOMO (alpha / beta) (eV): -8.34 / -11.91
Multiplicity: 5
E_tot (a.u.): -1569.75647
Expectation value of S²: 6.0556
LUMO energy (alpha / beta) (eV): -2.6 / -5.6
Total charge: +1

Here are the Löwdin charges for atoms 1 to 5, given in e: Ru 0.567; C -0.317; H 0.068; P 0.715; C -0.498



Entry 11:
Formula: C4H9NO2
Source: the Open Molecules 2025 dataset
Level of theory: the ωB97M-V functional and the def2-TZVPD basis

```
16
C4H9NO2 (the ωB97M-V functional and the def2-TZVPD basis)
H -0.0671 2.5058 -0.4138
N 1.0950 -0.9073 -1.5274
O 1.7828 1.1248 0.6592
H -1.8611 -0.5878 0.8539
H -1.3146 -1.7926 2.1236
C -1.0577 -0.9830 1.4562
C 0.1912 -0.5452 1.3434
H 0.8889 -1.4582 -0.6527
C -0.4727 1.6159 0.0630
H -0.3357 -1.1311 -2.8683
H 0.9553 -0.8875 2.0335
H -1.0773 1.0846 -0.6716
H 1.8046 -0.1767 -1.5567
O -0.0574 -0.4558 -2.2369
C 0.6511 0.7138 0.5048
H -1.1254 1.8803 0.8899
```

Output
E_HOMO (eV): -9.17
SMILES: C=CC(C)=O.NO
E_tot (a.u.): -362.92820
LUMO energy (eV): 0.6

Here are the Löwdin charges for atoms 1 to 5, given in e: H 0.088; N -0.044; O 0.049; H 0.062; H 0.059



Entry 12:
Formula: C18H35ClO5Si
Source: the Open Molecules 2025 dataset
Level of theory: the ωB97M-V functional and the def2-TZVPD basis

```
60
C18H35ClO5Si (the ωB97M-V functional and the def2-TZVPD basis)
H 0.8206 -3.6976 -3.1790
H 3.9031 0.4071 -0.2579
C 5.5096 1.8042 -0.2521
C -3.6460 -2.9062 -2.5926
H 5.5088 -0.3333 -0.4289
H -4.8428 3.6867 3.5556
H 1.7525 2.1078 1.9540
C 1.2958 1.8300 1.0071
H -2.9184 2.9765 6.7719
H -4.6506 2.6349 6.5788
H 0.9234 -1.7431 2.7062
H 4.7736 0.5226 -1.8032
H -3.4685 -1.9607 -3.0919
C 6.8841 2.1315 -0.7858
O -1.1872 -0.4451 -3.1705
H 0.5411 2.5832 0.7822
H -0.7194 -2.1330 0.3547
C -2.3299 -3.5892 -2.2066
C 0.3940 -2.8660 -1.3306
H -1.9321 0.8044 0.5071
H -1.5038 1.3415 2.1451
O 0.7287 -0.7515 -0.2080
H 0.1161 -3.8266 -0.9021
H -4.2815 2.1751 2.8102
H -1.8928 -0.3291 1.8479
O 0.6417 -1.7508 -3.4999
H 1.9284 0.3820 -2.8716
H 0.6066 -0.2469 3.5820
C -1.2610 -3.3654 -3.2944
O -2.4548 1.9918 4.5138
H -5.5042 2.1333 4.0975
Cl -4.6048 -2.4955 -1.1291
C -3.5059 2.5284 4.7685
C 4.8834 0.5129 -0.7173
H 7.5913 1.3508 -0.5016
H -4.2577 -3.5390 -3.2250
H -2.5344 -4.6549 -2.1289
C 0.9464 0.5872 -3.2724
C 1.0806 -0.6649 2.6951
C 0.0103 -0.5733 -3.3029
H 7.2163 3.0822 -0.3762
H 1.4715 -2.7826 -1.1920
H -1.1691 -4.2783 -3.8794
C -0.2542 -1.7254 -0.5492
H 1.2219 2.6367 -3.5882
H -0.4051 1.9019 -4.1795
C -1.3937 0.5410 1.4162
C 0.5634 1.7913 -3.7174
Si 0.4199 0.1698 1.1505
C -3.7833 3.1208 6.1292
C -4.6054 2.6378 3.7396
H 2.0506 1.8639 0.2259
H -3.9889 4.1883 6.0372
H -2.0712 -3.2203 -1.2226
C 0.1402 -2.9232 -2.8279
H -1.6386 -2.6301 -3.9988
O 4.9323 2.5404 0.5100
H 6.8565 2.1989 -1.8745
H -1.0580 -1.2535 -1.1095
H 2.1505 -0.4793 2.7813
```

Output
E_HOMO (eV): -9.58
SMILES: C=CC(=O)O[C@H](CCCCl)CCO[Si](C)(C)C.CC(C)=O.CC(C)=O
E_tot (a.u.): -1832.77436
LUMO energy (eV): 0.7

Here are the Löwdin charges for atoms 1 to 5, given in e: H 0.143; H 0.065; C -0.506; C -0.573; H 0.087